No. 1
The following is a quantum chemistry calculation of a structure of composition C32H34AuCl5GeSb at a distorted geometry, from the Open Molecules 2025 dataset.

Results
HOMO-LUMO gap (spin up / spin down) ... 0.1193 / 0.1193 hartree
Net charge ... +3
Highest occupied orbital energy (spin up / spin down) ... -16.25 / -16.25 eV

Structure (XYZ):
```
74
Properties=species:S:1:pos:R:3:forces:R:3
Au 2.050 -1.011 0.248 0.2 0.2 0.2
Cl 5.069 -1.219 1.301 0.2 0.0 -0.3
C 3.890 -1.329 2.533 0.0 0.0 0.3
C 2.543 -1.249 2.202 0.0 0.1 0.0
C 1.592 -1.355 3.205 0.8 -0.1 0.3
Cl -0.068 -1.273 2.813 -1.3 0.2 -0.1
C 1.961 -1.517 4.547 0.2 0.0 -0.2
Cl 0.782 -1.635 5.774 -0.1 0.0 0.0
C 3.326 -1.576 4.883 0.0 0.1 -0.3
Cl 3.802 -1.729 6.511 -0.1 0.0 -0.2
C 4.298 -1.501 3.868 -0.4 0.0 0.0
Cl 5.951 -1.613 4.256 -0.1 0.0 -0.1
C 3.344 4.599 1.586 0.1 -0.1 -0.1
C 4.576 4.391 0.724 0.1 0.0 -0.1
C 4.352 3.431 -0.438 -0.1 0.3 0.0
C 3.933 2.025 -0.001 -0.7 -0.4 0.0
Ge 2.001 1.750 0.501 0.3 0.5 -0.2
C 0.439 2.191 -0.701 0.7 -0.4 0.2
C 0.042 3.662 -0.526 0.0 0.1 0.2
C -1.059 4.084 -1.507 0.1 0.2 0.1
C -0.542 4.325 -2.916 -0.1 -0.1 0.1
H 3.515 5.397 2.304 -0.1 0.0 0.1
H 3.101 3.695 2.160 0.0 0.1 0.1
H 2.484 4.877 0.973 -0.1 0.1 0.0
H 5.400 4.026 1.343 0.0 0.0 0.0
H 4.903 5.349 0.309 0.0 -0.1 0.1
H 5.294 3.317 -0.983 -0.1 0.0 -0.1
H 3.624 3.853 -1.141 0.1 0.0 0.0
H 4.540 1.705 0.849 -0.2 -0.1 0.0
H 4.112 1.333 -0.826 0.0 -0.1 0.0
H 1.623 1.782 1.988 0.0 -0.1 -0.1
H -0.405 1.533 -0.472 0.1 0.0 0.1
H 0.733 2.015 -1.736 0.1 -0.1 0.0
H 0.913 4.295 -0.715 0.0 0.1 0.1
H -0.289 3.837 0.501 0.1 0.0 0.0
H -1.487 5.019 -1.136 -0.1 -0.1 0.0
H -1.863 3.344 -1.515 -0.1 0.0 0.1
H 0.222 5.102 -2.918 0.0 0.0 0.0
H -1.351 4.658 -3.561 0.0 0.0 -0.1
H -0.112 3.422 -3.347 0.1 -0.1 -0.2
C -6.565 -1.562 0.803 -0.2 0.0 0.2
C -6.105 -1.577 -0.504 0.2 -0.4 0.0
C -4.742 -1.646 -0.760 0.2 0.5 -0.9
C -3.871 -1.638 0.316 0.8 0.3 0.7
C -4.311 -1.625 1.626 0.0 0.3 0.6
C -5.676 -1.591 1.868 0.2 -0.2 0.0
Sb -1.712 -1.668 -0.070 -1.5 -2.2 -2.3
C -1.336 -3.825 0.019 0.0 1.5 0.2
C -0.890 -4.531 -1.082 0.7 -0.2 -0.6
C -0.624 -5.885 -0.930 -0.2 0.3 -0.4
C -0.819 -6.502 0.294 0.0 -0.2 0.1
C -1.293 -5.783 1.378 -0.3 0.3 0.1
C -1.553 -4.429 1.244 0.1 -0.1 0.8
C -1.480 -0.925 -2.108 0.1 -0.2 1.6
C -2.334 0.082 -2.542 -0.4 0.5 0.2
C -2.172 0.594 -3.819 -0.3 0.0 0.2
C -1.153 0.127 -4.638 0.0 0.0 0.0
C -0.305 -0.879 -4.199 0.1 -0.3 0.2
C -0.448 -1.383 -2.916 0.7 -0.3 -0.1
H -7.630 -1.562 0.991 0.0 0.2 0.0
H -6.800 -1.561 -1.332 0.0 -0.1 0.0
H -4.400 -1.728 -1.784 0.0 0.2 0.0
H -3.616 -1.630 2.456 -0.1 0.1 0.1
H -6.037 -1.592 2.885 0.0 0.0 0.1
H -0.766 -4.074 -2.053 0.1 0.0 0.0
H -0.269 -6.453 -1.777 -0.1 0.0 -0.1
H -0.619 -7.559 0.397 0.1 0.0 0.0
H -1.468 -6.269 2.324 -0.1 -0.1 0.1
H -1.932 -3.867 2.087 0.1 0.0 0.1
H -3.131 0.445 -1.903 0.1 0.1 -0.1
H -2.845 1.358 -4.180 0.0 0.1 0.0
H -1.011 0.555 -5.617 0.0 0.0 -0.2
H 0.456 -1.271 -4.857 0.1 0.0 0.0
H 0.222 -2.153 -2.557 0.2 0.0 -0.1
```
Forces are in eV/Å.

Results of the Löwdin charge analysis, in e, for atoms 1 through 8: 0.814 0.731 -0.726 -0.400 -0.728 0.651 -0.695 0.761


No. 2
The following is a quantum chemistry calculation of a cluster of 2 separate species, C32H34Br2F5NO2P in total at a distorted geometry, from the Open Molecules 2025 dataset.

Results
HOMO-LUMO gap ... 0.2845 hartree
Net charge ... +1
Highest occupied orbital energy ... -11.21 eV

Structure (XYZ):
```
77
Properties=species:S:1:pos:R:3:forces:R:3
C 5.769 2.659 -1.405 0.0 -0.4 -0.6
C 5.185 1.623 -2.525 0.0 -0.2 1.1
C 4.101 0.662 -1.823 0.7 1.8 1.5
N 2.864 0.407 -2.632 0.1 -3.1 0.9
P 2.204 -1.211 -2.349 -0.9 2.4 -0.7
C 0.745 -1.382 -3.546 -0.4 -0.4 -0.3
C 1.127 -1.209 -5.095 -0.7 0.0 -1.4
C 1.372 0.303 -5.572 -0.1 -0.5 -0.8
C -0.171 -1.739 -5.934 -0.3 0.3 1.2
C 3.499 -2.575 -2.497 1.5 -0.1 -0.3
Br 2.785 -4.394 -1.991 0.0 1.5 -0.2
C 4.146 -2.761 -3.959 0.5 -2.4 0.9
C 5.366 -3.839 -3.778 -0.2 0.4 -1.3
Br 4.963 -1.131 -4.732 -0.8 -0.8 0.4
C 1.407 -1.109 -0.597 -2.0 -0.5 2.5
F 0.979 -2.415 -0.131 1.2 2.4 -1.2
F 2.312 -0.625 0.394 -1.4 -0.9 -2.3
C 0.058 -0.220 -0.601 -3.4 1.9 0.3
C -1.332 -0.922 -0.360 -0.6 3.1 -0.3
C -2.681 -0.118 -0.311 3.2 1.9 -0.7
C -2.707 1.435 -0.549 3.8 -2.8 0.2
C -1.323 2.103 -0.782 -0.9 -2.4 0.7
C -1.301 3.688 -1.027 0.8 -0.6 -1.4
F -0.177 3.928 -1.902 -2.3 0.0 2.2
F -1.127 4.439 0.153 -0.7 -1.5 -3.1
F -2.445 4.096 -1.785 2.8 -0.7 2.5
C 0.023 1.313 -0.788 -2.8 -1.4 0.3
H 5.213 3.658 -1.461 0.9 -1.4 0.1
H 5.675 2.246 -0.338 0.1 0.5 -1.6
H 6.885 2.790 -1.609 -1.6 0.2 0.3
H 4.675 2.170 -3.386 0.9 -0.7 1.1
H 6.060 0.970 -2.876 -1.4 1.1 0.2
H 4.642 -0.273 -1.458 -1.0 1.0 -0.7
H 3.752 1.217 -0.865 0.7 -1.0 -1.4
H 2.141 1.129 -2.503 0.4 -0.5 -0.2
H 0.271 -2.411 -3.320 0.8 1.4 -0.4
H -0.097 -0.616 -3.331 1.7 -1.0 0.1
H 2.011 -1.834 -5.454 -1.1 0.8 0.9
H 1.548 0.255 -6.716 -0.3 0.1 1.9
H 2.301 0.800 -5.136 -1.5 -0.7 -0.3
H 0.405 0.903 -5.438 1.5 -0.6 0.1
H -1.089 -1.172 -5.514 1.3 -0.8 -0.8
H -0.372 -2.850 -5.716 0.4 1.6 -0.6
H -0.090 -1.508 -7.048 0.0 -0.5 1.6
H 4.380 -2.408 -1.768 -1.7 0.0 -1.0
H 3.386 -3.290 -4.636 1.0 1.4 0.7
H 6.046 -3.664 -4.696 -0.9 -0.3 1.7
H 4.983 -4.917 -3.873 0.5 1.7 0.5
H 5.921 -3.644 -2.802 -0.6 -0.4 -1.4
H -1.440 -2.049 -0.180 0.5 2.0 -0.3
H -3.666 -0.670 -0.098 1.8 0.9 -0.4
H -3.706 1.993 -0.513 1.9 -0.8 -0.2
H 0.969 1.927 -0.935 -1.4 -1.0 0.3
C -2.869 3.905 4.922 -0.1 -0.2 0.1
C -2.971 3.357 3.645 -0.1 -0.2 0.1
C -3.410 2.048 3.483 0.1 0.3 -0.1
C -3.737 1.277 4.598 0.1 0.3 -0.1
C -3.612 1.817 5.878 0.1 0.3 -0.3
C -3.188 3.138 6.038 0.1 0.2 -0.2
C -3.909 0.994 7.072 0.1 0.4 1.0
O -3.803 1.466 8.190 0.0 -0.1 -0.4
C -4.328 -0.414 6.886 -0.1 -0.4 0.1
C -4.556 -1.219 8.003 -0.1 -0.2 0.0
C -4.962 -2.539 7.838 0.1 0.2 -0.1
C -5.152 -3.057 6.559 0.1 0.2 -0.1
C -4.920 -2.259 5.443 0.0 -0.2 0.2
C -4.498 -0.939 5.605 -0.1 -0.3 0.2
C -4.221 -0.109 4.412 -0.1 -0.4 -0.8
O -4.382 -0.563 3.289 0.1 0.1 0.2
H -2.535 4.930 5.048 0.0 -0.1 0.0
H -2.710 3.952 2.776 0.0 -0.1 0.1
H -3.493 1.628 2.485 -0.1 -0.1 0.2
H -3.101 3.568 7.030 -0.1 -0.2 -0.1
H -4.413 -0.821 9.003 0.0 0.1 -0.2
H -5.134 -3.165 8.708 0.0 0.1 -0.1
H -5.476 -4.085 6.431 0.0 0.1 0.0
H -5.065 -2.670 4.449 0.1 0.2 0.1
```
Forces are in eV/Å.

Results of the Löwdin charge analysis, in e, for atoms 1 through 8: -0.113 -0.240 -0.294 -0.151 1.069 -0.223 -0.427 -0.106


No. 3
The following is a quantum chemistry calculation of a structure of composition C32H34BrCaGeN4O2 at a distorted geometry, from the Open Molecules 2025 dataset.

Results
HOMO-LUMO gap ... 0.1285 hartree
Net charge ... -1
Highest occupied orbital energy ... -2.13 eV

Structure (XYZ):
```
75
Properties=species:S:1:pos:R:3:forces:R:3
Ca -0.342 0.314 0.533 -0.7 -1.7 -1.6
O -2.578 0.360 1.002 -0.9 1.7 0.7
C -3.335 1.280 1.507 0.1 -0.3 -0.4
C -4.526 1.759 0.842 -0.1 0.0 0.1
C -5.453 2.495 1.549 0.3 0.1 0.3
C -5.250 2.846 2.903 0.5 -0.7 0.2
C -4.037 2.544 3.522 -1.9 0.7 -0.3
C -3.046 1.928 2.784 1.3 -1.4 -1.0
C -1.678 2.017 3.221 0.8 -0.7 -0.4
N -0.621 1.662 2.539 0.1 1.1 0.9
C 0.682 2.245 2.995 -0.9 0.5 -0.1
C 1.892 1.559 2.382 0.5 -0.4 -0.3
N 1.746 1.386 0.909 1.3 1.9 0.8
C 2.447 2.244 0.216 -0.8 -0.2 -0.2
C 2.369 2.474 -1.223 -0.3 -0.7 0.4
C 3.238 3.429 -1.789 -0.8 -0.6 -0.2
C 3.068 3.776 -3.111 0.8 1.0 -0.4
C 2.090 3.159 -3.919 -0.5 -0.9 0.4
C 1.275 2.144 -3.428 0.3 0.9 0.2
C 1.351 1.797 -2.029 0.0 -0.1 0.3
O 0.537 0.951 -1.529 0.3 0.6 -0.1
H -4.703 1.539 -0.217 0.2 -0.2 0.5
H -6.389 2.816 1.095 0.2 -0.1 -0.1
H -6.073 3.259 3.453 -0.1 0.3 0.3
H -3.920 2.776 4.577 0.3 0.2 -0.1
H -1.564 2.486 4.204 0.2 0.3 0.0
H 0.723 2.257 4.108 0.2 0.1 -0.6
H 0.755 3.298 2.608 -0.4 -0.6 0.5
H 2.029 0.568 2.803 -0.1 -0.3 0.2
H 2.806 2.141 2.665 -0.5 -0.3 -0.3
H 3.099 2.972 0.761 -0.2 -0.6 -0.3
H 4.018 3.840 -1.151 -0.1 0.2 -0.2
H 3.689 4.586 -3.534 -0.3 -0.6 0.1
H 1.976 3.461 -4.956 0.1 0.1 0.1
H 0.465 1.684 -4.017 0.6 0.2 0.3
Br 6.338 -1.370 -3.532 0.5 -0.2 -0.3
C 4.995 -1.793 -2.306 -1.5 -0.8 0.7
C 3.646 -1.753 -2.725 0.3 0.2 0.3
C 2.643 -1.734 -1.757 0.2 -0.3 0.7
C 2.919 -1.889 -0.380 2.9 0.3 -1.7
C 4.280 -2.099 -0.008 -0.4 0.0 -0.3
C 5.299 -2.108 -0.970 -0.3 1.0 -0.1
N 1.894 -1.768 0.510 -1.2 -0.9 2.3
C 1.981 -2.385 1.637 1.1 0.6 -1.2
C 0.883 -2.452 2.589 -0.3 -0.6 1.6
C 1.134 -3.273 3.722 -1.1 0.3 -0.6
C 0.130 -3.403 4.677 0.3 0.3 -0.9
C -1.049 -2.705 4.462 -1.4 0.1 0.1
C -1.288 -1.997 3.285 2.1 0.1 -0.4
N -0.285 -1.826 2.392 -0.1 0.0 0.0
H 3.362 -1.709 -3.790 0.3 0.3 0.7
H 1.606 -1.579 -2.006 -0.2 0.0 -0.3
H 4.554 -2.181 1.055 -0.1 0.0 -0.6
H 6.343 -2.175 -0.663 -0.3 0.0 -0.1
H 2.946 -2.907 1.969 -1.4 0.4 -0.6
H 2.041 -3.855 3.744 0.2 0.0 0.2
H 0.246 -4.077 5.509 0.0 0.1 0.3
H -1.871 -2.726 5.180 0.3 -0.2 -0.1
H -2.211 -1.502 3.009 -0.1 0.0 0.2
C -3.307 -3.067 -3.606 -0.2 -0.5 0.0
Ge -2.220 -1.653 -2.870 1.0 1.1 2.2
C -0.942 -1.180 -4.278 0.5 0.3 -0.1
C -3.480 -0.118 -2.515 0.2 -0.6 0.5
C -1.330 -1.856 -1.162 -0.6 0.6 0.1
H -4.108 -2.586 -4.163 -0.3 -0.3 -0.1
H -3.666 -3.668 -2.765 -0.3 0.1 -0.3
H -2.721 -3.705 -4.265 0.0 -0.1 -0.1
H -1.451 -0.711 -5.134 0.2 -0.1 0.1
H -0.385 -2.067 -4.624 -0.2 0.3 0.1
H -0.223 -0.468 -3.830 -0.3 -0.3 -0.3
H -3.182 0.762 -3.066 0.3 0.5 0.0
H -3.494 0.079 -1.410 0.1 -0.2 -1.1
H -4.469 -0.364 -2.884 -0.5 -0.1 0.1
H -0.312 -2.186 -1.028 0.2 -0.6 -0.1
H -1.985 -1.998 -0.278 0.3 -0.2 -0.5
```
Forces are in eV/Å.

Results of the Löwdin charge analysis, in e, for atoms 1 through 8: 1.323 -0.230 -0.350 -0.014 -0.111 -0.130 -0.085 -0.180


ΔE to the lowest compared entry with this formula, charge and spin, respectively: 288.8; 485.4; 144.1 kJ/mol.